(1)
The following is a quantum chemistry calculation of a structure of composition C40H61As3FN4OPSe2SiTi, from the Open Molecules 2025 dataset.

Its energy relative to the best compared isomer or geometry (same formula, charge and spin) is 26.5 kcal/mol. As for the frontier orbital gap (alpha / beta): 5.86 / 5.85 eV. The value obtained for the maximum force is 0.009 hartree/bohr. Its spin multiplicity is 3. The expectation value of S² is 2.0141. As for the total energy: -14945.55399 a.u. Its charge is -2.

XYZ file:
```
115
Properties=species:S:1:pos:R:3:lowdin_spin:R:1
H -0.648 -7.684 1.679 0.00
C 3.026 -2.604 2.102 0.01
H -3.476 -1.575 -5.458 0.00
C 4.414 -2.400 4.518 0.00
C -3.300 0.739 -3.423 0.00
H -0.625 -3.390 -1.175 0.00
H 0.770 -3.090 -2.229 0.00
H 1.505 5.445 2.762 0.00
H 0.471 1.836 6.845 0.00
H -1.237 2.897 3.689 0.00
H -3.267 0.343 -4.438 0.00
As -0.863 -1.174 -2.324 0.00
P 2.060 -2.754 0.531 0.16
As -2.262 1.395 -0.292 0.03
C 0.882 2.162 -3.443 0.00
C 3.460 1.549 0.004 0.00
C 1.253 -5.432 0.000 0.00
H -0.888 1.433 2.799 0.01
Ti 0.541 0.452 -0.206 0.97
H -3.017 -2.210 -1.612 0.00
H 2.782 -1.164 5.162 0.00
H -2.308 1.136 -3.197 0.00
H 3.696 -1.136 -2.467 0.00
H -3.090 0.630 1.966 0.01
C 4.261 -3.229 2.264 0.01
H -4.234 1.805 1.255 0.00
H 5.907 -3.626 3.576 0.00
C -0.121 -6.762 1.463 0.00
Se -0.603 -1.253 1.297 0.65
H 1.672 4.320 -0.573 0.00
H -4.614 0.878 -0.863 0.00
H 4.679 -3.778 1.428 0.00
H -3.810 -0.570 -0.267 0.00
H -2.725 2.359 2.023 0.00
F 3.318 0.306 0.532 0.00
H -2.480 3.909 -0.405 0.00
C 2.502 -1.868 3.160 0.00
H 0.597 -7.423 -0.448 0.00
C -0.431 -0.968 -4.231 0.00
H -4.701 -2.408 -6.432 0.00
C 2.345 2.397 0.053 0.00
C 4.660 1.883 -0.580 0.00
C -3.716 -0.333 -2.415 0.00
H -0.680 0.034 -4.577 0.00
H 2.954 4.444 2.575 0.00
H 0.653 0.704 4.633 0.00
H 2.519 1.953 4.154 0.00
H 3.804 4.980 -1.625 0.00
H -5.056 0.695 -5.503 0.00
H 5.458 1.151 -0.583 0.00
C -5.160 -0.810 -2.679 0.00
H -2.348 3.242 -2.033 0.00
H 4.960 -2.312 5.450 0.00
C -0.170 1.404 4.806 0.00
C -0.452 2.153 3.506 0.00
N 3.662 2.105 -5.613 0.00
N -0.148 2.657 -3.260 0.00
H -6.404 -0.050 -6.390 0.00
H -6.715 0.828 -4.888 0.00
O 1.755 0.093 -1.812 0.01
C -2.821 3.113 -1.066 0.01
H 1.815 -5.318 -0.919 0.00
H -1.140 3.574 0.970 0.00
C -4.335 -2.239 -5.418 0.00
C -0.317 -3.031 -2.157 0.00
H -4.001 1.577 -3.405 0.00
H 2.094 4.438 4.098 0.00
C -0.137 -5.715 2.376 0.00
H 0.644 -1.117 -4.346 0.00
C 0.575 -6.614 0.274 0.00
Se 3.519 -3.199 -1.047 0.11
H 1.551 -1.363 3.034 0.00
H -0.774 -3.643 -2.940 0.00
C 0.529 -4.533 2.098 0.01
H -3.909 3.151 -1.155 0.00
C 3.718 4.009 -1.152 0.00
C 1.952 4.481 3.013 0.00
C -3.181 1.574 1.429 0.01
H -0.680 -5.815 3.308 0.00
H -4.030 -3.199 -5.004 0.00
C 0.249 2.366 5.914 0.00
Si 0.942 2.921 2.408 0.00
H -0.956 -1.716 -4.830 0.00
H -0.788 4.789 2.205 0.00
C 1.239 -4.375 0.905 0.01
H 0.486 -3.717 2.806 0.00
H 0.157 4.723 0.716 0.00
H -1.200 0.048 6.177 0.00
C -1.386 0.587 5.243 0.00
As -5.855 -1.512 -4.399 0.00
C 2.945 1.870 -4.734 0.00
H 1.130 2.938 5.623 0.00
C 4.947 -3.134 3.463 0.00
H 2.173 0.700 2.954 0.00
H -2.249 1.243 5.399 0.00
N 1.152 1.988 0.668 -0.03
H -0.557 3.079 6.117 0.00
H 4.132 -0.129 -3.855 0.00
C 2.376 1.764 3.084 0.00
H 3.343 1.967 2.614 0.00
H -2.936 -2.136 -3.371 0.00
C 2.119 1.521 -3.650 0.00
C 2.517 3.646 -0.559 0.00
H -5.406 -1.583 -1.946 0.00
N 3.528 -0.345 -3.084 0.00
H -5.853 0.018 -2.486 0.00
C 4.796 3.135 -1.165 0.00
H 5.725 3.413 -1.644 0.00
C -6.007 0.176 -5.399 0.00
C 2.453 0.413 -2.815 0.00
C -2.788 -1.554 -2.458 0.00
C -0.338 4.106 1.473 0.00
C -3.727 0.249 -0.988 0.00
H -1.652 -0.139 4.473 0.00
C 3.195 -1.765 4.361 0.00
```

(2)
The following is a quantum chemistry calculation of a structure of composition C40H62Cl2GeN4O4P3Ta in a non-equilibrium geometry, from the Open Molecules 2025 dataset.

Its energy relative to the best compared isomer or geometry (same formula, charge and spin) is 0.0 kcal/mol. As for the frontier orbital gap (alpha / beta): 5.24 / 5.22 eV. The value obtained for the maximum force is 0.040 hartree/bohr. Its spin multiplicity is 2. The expectation value of S² is 0.7834. As for the total energy: -6158.65897 a.u. Its charge is +3.

XYZ file:
```
117
Properties=species:S:1:pos:R:3:lowdin_spin:R:1
O -0.178 0.461 -3.991 0.00
H -2.706 -1.855 6.255 0.00
C -0.545 -2.683 3.749 0.00
H -4.926 2.737 1.081 0.00
H 4.979 -1.274 2.708 0.00
H 2.664 -1.731 -0.998 0.00
N -2.347 0.352 2.769 0.33
C 1.141 -2.505 1.934 0.00
H 2.470 2.334 3.708 0.00
C 1.842 1.937 2.913 0.00
H -1.827 -3.224 1.734 0.00
C 3.913 0.132 1.500 0.00
C 0.649 -0.903 6.643 0.00
H 5.634 2.403 2.453 0.00
C -3.352 0.533 1.713 0.03
H 1.199 2.770 2.617 0.00
O 1.202 -0.060 -2.044 0.00
C -2.329 -3.859 5.558 0.00
H -1.642 -5.716 4.747 0.00
H 1.197 -4.117 -2.237 0.00
H 2.153 -2.117 2.084 0.00
N 0.210 -1.922 2.850 0.00
H 4.513 3.424 3.365 0.00
H -2.633 2.295 -2.621 0.00
H 2.576 1.004 -0.718 0.00
C 1.894 1.442 0.011 0.00
H -3.279 2.100 7.592 0.01
C -1.994 -2.951 0.696 0.00
C -4.786 2.920 0.016 0.00
H 2.536 -3.209 -2.907 0.00
C 2.998 -3.688 -0.213 0.00
H -4.628 -2.000 -2.184 0.00
C 4.974 3.266 2.389 0.00
C -0.443 -4.759 -0.066 0.00
H 3.743 0.329 7.149 0.00
C -2.161 -2.477 5.558 0.00
H -4.388 2.162 -2.516 0.00
H -1.338 -5.327 -0.323 0.00
H 4.412 3.023 0.314 0.00
C 5.048 0.237 0.467 0.00
H -4.051 -0.305 1.785 0.01
C 2.804 0.120 6.656 0.00
H 0.953 -2.464 -2.778 0.00
H 4.706 0.496 -0.535 0.00
O -1.021 -0.562 -1.932 0.00
C 2.083 -2.654 -0.885 0.00
H -1.023 -3.040 -1.219 0.00
H -3.029 -4.318 6.240 0.00
H -4.239 0.305 -1.909 0.00
H -4.700 1.644 3.610 0.00
H 3.799 -3.936 -0.909 0.00
H -5.636 2.500 -0.520 0.00
Ge -0.294 -0.146 2.513 0.01
H 5.548 -0.728 0.403 0.00
C -2.007 0.925 6.333 -0.01
H -4.990 2.489 5.852 0.00
C -3.447 2.439 -0.561 0.00
C 1.847 -0.659 7.291 0.00
H 3.391 1.182 4.923 0.00
C 3.917 3.146 1.284 0.00
C 4.430 -0.342 2.854 0.00
H -0.085 -4.710 3.164 0.00
C -3.130 1.702 6.599 0.20
C 2.593 0.618 5.380 0.00
C -3.873 -1.731 -1.444 0.00
H 5.123 0.365 3.306 0.00
H 1.215 -3.588 2.040 0.00
C -0.780 -3.267 -0.175 0.00
C 1.393 0.368 4.704 0.00
P -2.903 0.714 -0.067 0.00
H -2.837 -3.542 0.341 0.00
C -1.556 -4.639 4.712 0.00
H -0.115 -1.514 7.106 0.00
H 5.796 0.968 0.768 0.00
C -2.736 0.725 3.997 0.08
C -1.844 0.395 5.075 0.15
H 3.464 -3.310 0.696 0.00
C -4.161 -0.296 -1.000 0.00
H -4.825 4.000 -0.119 0.00
H 1.637 2.439 -0.361 0.00
C -4.102 1.924 5.606 0.02
O -0.355 1.676 -1.871 0.00
C 1.651 -3.129 -2.277 0.00
Cl -0.638 2.420 1.085 0.01
H -2.902 -1.878 -1.912 0.00
N 1.105 0.780 3.375 0.01
H 5.595 4.137 2.186 0.00
H 3.200 -0.615 1.127 0.00
H -0.170 -5.042 0.950 0.00
N -0.837 -0.526 4.696 0.03
C -0.668 -4.065 3.806 0.00
H -2.672 3.084 -0.160 0.00
P 0.654 -2.166 0.188 0.00
H 2.031 -1.069 8.273 0.00
H 3.679 5.252 0.943 0.00
H -3.924 1.434 1.917 0.01
H -2.286 -1.897 0.659 0.00
C -1.259 -1.924 4.677 0.01
H -3.608 3.703 -2.279 0.00
H 2.239 4.352 0.503 0.00
P 2.902 1.653 1.469 0.00
H -6.311 -0.453 -1.018 0.00
C -5.524 -0.284 -0.282 0.00
H -1.294 0.714 7.115 0.00
H -5.764 0.640 0.241 0.00
H 2.623 4.645 2.205 0.00
C 3.049 4.411 1.229 0.00
H -5.579 -1.106 0.432 0.00
H 3.624 -0.536 3.561 0.00
Cl -0.074 0.385 -2.613 0.00
H 0.345 -5.081 -0.739 0.00
H -3.987 -2.429 -0.617 0.00
C -3.508 2.635 -2.082 0.00
Ta -0.105 0.379 -0.142 0.00
C -3.933 1.446 4.339 0.10
C 0.431 -0.366 5.386 0.00
H 2.480 -4.614 0.026 0.00
```